1.
{"formula": "C23H25N5O4S", "method": "wB97M-V/def2-TZVPD", "de_lowest_kj_mol": 209.9, "total_charge": 0, "e_tot_ev": -50732.0198, "e_homo_ev": -7.4, "elements": ["C", "O", "C", "C", "N", "C", "S", "C", "C", "O", "N", "C", "C", "C", "C", "O", "C", "C", "O", "C", "C", "N", "N", "C", "C", "C", "N", "C", "C", "C", "C", "C", "C", "H", "H", "H", "H", "H", "H", "H", "H", "H", "H", "H", "H", "H", "H", "H", "H", "H", "H", "H", "H", "H", "H", "H", "H", "H"], "coordinates": [[2.42, 2.47, 0.27], [3.31, 2.55, -0.82], [2.71, 2.60, -2.09], [2.49, 1.22, -2.74], [1.50, 0.42, -2.07], [0.15, 0.54, -2.21], [-0.59, 1.78, -3.17], [-2.34, 1.26, -3.13], [-3.06, 1.71, -1.85], [-3.80, 2.67, -1.85], [-2.76, 0.92, -0.80], [-3.17, 1.03, 0.53], [-4.10, 1.96, 0.98], [-4.44, 1.97, 2.32], [-3.88, 1.09, 3.24], [-4.32, 1.25, 4.52], [-4.08, 0.28, 5.50], [-2.92, 0.16, 2.78], [-2.34, -0.69, 3.69], [-1.43, -1.65, 3.22], [-2.59, 0.15, 1.43], [-0.46, -0.40, -1.52], [0.48, -1.14, -0.91], [1.66, -0.66, -1.23], [2.90, -1.20, -0.76], [4.11, -0.57, -0.57], [5.03, -1.46, -0.10], [4.44, -2.68, 0.05], [4.96, -3.89, 0.49], [4.11, -4.97, 0.53], [2.77, -4.87, 0.14], [2.25, -3.67, -0.30], [3.09, -2.56, -0.35], [1.67, 3.26, 0.21], [3.03, 2.62, 1.16], [1.92, 1.50, 0.33], [1.75, 3.14, -2.05], [3.39, 3.16, -2.73], [3.43, 0.66, -2.76], [2.14, 1.39, -3.77], [-2.36, 0.18, -3.25], [-2.79, 1.76, -3.99], [-2.05, 0.19, -0.96], [-4.56, 2.65, 0.29], [-5.17, 2.67, 2.69], [-4.41, -0.71, 5.19], [-4.66, 0.60, 6.37], [-3.02, 0.24, 5.78], [-1.13, -2.22, 4.10], [-1.90, -2.33, 2.50], [-0.54, -1.20, 2.77], [-1.86, -0.55, 1.06], [4.37, 0.47, -0.70], [5.98, -1.23, 0.14], [6.00, -3.97, 0.79], [4.49, -5.93, 0.87], [2.14, -5.74, 0.19], [1.22, -3.58, -0.59]], "nbo_charge": [-0.254, -0.549, -0.072, -0.251, -0.370, 0.185, 0.274, -0.601, 0.659, -0.612, -0.650, 0.224, -0.282, -0.209, 0.215, -0.500, -0.239, 0.308, -0.524, -0.252, -0.365, -0.368, -0.290, 0.313, -0.135, -0.019, -0.513, 0.115, -0.243, -0.206, -0.236, -0.198, -0.016, 0.178, 0.198, 0.173, 0.183, 0.198, 0.231, 0.224, 0.249, 0.258, 0.439, 0.252, 0.223, 0.176, 0.185, 0.183, 0.197, 0.179, 0.180, 0.226, 0.236, 0.416, 0.213, 0.213, 0.213, 0.236]}

2.
{"formula": "C23H25NO6", "method": "wB97M-V/def2-TZVPD", "de_lowest_kj_mol": 368.5, "total_charge": 0, "e_tot_ev": -38030.3717, "e_homo_ev": -8.1, "elements": ["C", "C", "O", "C", "C", "C", "C", "C", "C", "O", "C", "C", "C", "C", "C", "C", "O", "C", "C", "O", "C", "C", "C", "O", "C", "C", "O", "N", "C", "C", "H", "H", "H", "H", "H", "H", "H", "H", "H", "H", "H", "H", "H", "H", "H", "H", "H", "H", "H", "H", "H", "H", "H", "H", "H"], "coordinates": [[-0.77, -3.00, 0.09], [-1.40, -2.32, 1.30], [-2.25, -1.25, 0.95], [-1.71, -0.06, 0.58], [-0.37, 0.27, 0.59], [0.08, 1.53, 0.17], [1.51, 1.79, 0.21], [2.14, 2.86, -0.31], [3.58, 3.11, -0.19], [4.02, 4.24, -0.25], [4.48, 1.95, 0.04], [5.59, 2.12, 0.86], [6.48, 1.09, 1.07], [6.28, -0.14, 0.44], [5.16, -0.33, -0.38], [4.28, 0.72, -0.58], [4.90, -1.53, -0.99], [5.65, -2.60, -0.46], [7.11, -2.19, -0.29], [7.21, -1.13, 0.64], [-0.85, 2.46, -0.26], [-2.20, 2.16, -0.26], [-2.65, 0.92, 0.16], [-3.95, 0.52, 0.22], [-4.96, 1.44, -0.16], [-6.35, 0.89, 0.19], [-7.10, 1.55, 0.89], [-6.70, -0.30, -0.34], [-5.89, -1.08, -1.25], [-8.03, -0.80, -0.11], [-1.54, -3.35, -0.59], [-0.18, -3.85, 0.42], [-0.12, -2.31, -0.45], [-0.64, -1.99, 2.02], [-2.07, -3.03, 1.81], [0.37, -0.45, 0.91], [2.10, 1.04, 0.71], [1.59, 3.66, -0.78], [5.75, 3.08, 1.33], [7.35, 1.20, 1.70], [3.45, 0.56, -1.25], [5.55, -3.42, -1.17], [5.25, -2.90, 0.51], [7.71, -3.00, 0.10], [7.51, -1.87, -1.26], [-0.54, 3.44, -0.58], [-2.91, 2.91, -0.59], [-4.85, 2.38, 0.40], [-4.91, 1.65, -1.23], [-6.08, -0.79, -2.29], [-6.15, -2.13, -1.13], [-4.83, -0.96, -1.02], [-7.99, -1.77, 0.39], [-8.57, -0.90, -1.05], [-8.56, -0.09, 0.53]], "nbo_charge": [-0.639, -0.062, -0.499, 0.334, -0.279, -0.116, -0.126, -0.288, 0.523, -0.538, -0.157, -0.164, -0.241, 0.221, 0.268, -0.234, -0.497, -0.097, -0.097, -0.479, -0.128, -0.305, 0.262, -0.488, -0.154, 0.658, -0.621, -0.420, -0.422, -0.418, 0.215, 0.216, 0.212, 0.170, 0.196, 0.215, 0.211, 0.215, 0.233, 0.229, 0.232, 0.203, 0.178, 0.203, 0.182, 0.206, 0.224, 0.213, 0.187, 0.187, 0.205, 0.238, 0.194, 0.192, 0.249]}

3.
{"formula": "C23H25NO6S", "method": "wB97M-V/def2-TZVPD", "de_lowest_kj_mol": 305.0, "total_charge": 0, "e_tot_ev": -48866.2053, "e_homo_ev": -8.0, "elements": ["C", "O", "C", "C", "C", "C", "C", "C", "N", "C", "O", "C", "C", "C", "C", "C", "S", "O", "O", "C", "C", "C", "C", "C", "C", "C", "O", "C", "C", "O", "C", "H", "H", "H", "H", "H", "H", "H", "H", "H", "H", "H", "H", "H", "H", "H", "H", "H", "H", "H", "H", "H", "H", "H", "H", "H"], "coordinates": [[-5.44, -1.58, 2.21], [-4.53, -1.85, 1.17], [-4.15, -0.82, 0.36], [-4.63, 0.48, 0.44], [-4.16, 1.46, -0.41], [-3.20, 1.16, -1.37], [-2.56, 2.25, -2.19], [-1.42, 2.88, -1.37], [-0.52, 1.87, -0.87], [-0.71, 1.31, 0.35], [-1.34, 1.84, 1.24], [-0.01, 0.03, 0.54], [-0.03, -0.83, 1.61], [0.84, -1.90, 1.27], [1.32, -1.62, 0.02], [2.38, -2.24, -0.78], [4.00, -1.41, -0.33], [4.80, -1.36, -1.52], [4.53, -2.10, 0.82], [3.49, 0.24, 0.15], [3.18, 0.49, 1.47], [2.61, 1.70, 1.81], [2.34, 2.66, 0.84], [1.65, 3.93, 1.21], [2.70, 2.40, -0.48], [3.27, 1.18, -0.83], [0.80, -0.46, -0.43], [-2.73, -0.15, -1.47], [-3.19, -1.14, -0.62], [-2.78, -2.44, -0.64], [-1.87, -2.84, -1.63], [-5.56, -2.52, 2.74], [-5.05, -0.82, 2.90], [-6.41, -1.25, 1.82], [-5.37, 0.74, 1.18], [-4.53, 2.47, -0.32], [-3.29, 3.03, -2.43], [-2.16, 1.84, -3.12], [-0.86, 3.60, -1.97], [-1.83, 3.38, -0.49], [-0.04, 1.30, -1.56], [-0.59, -0.71, 2.51], [1.07, -2.75, 1.86], [2.26, -2.07, -1.85], [2.52, -3.29, -0.55], [3.38, -0.28, 2.21], [2.34, 1.90, 2.84], [2.11, 4.37, 2.10], [1.68, 4.65, 0.40], [0.61, 3.71, 1.45], [2.52, 3.14, -1.24], [3.54, 0.95, -1.85], [-1.99, -0.38, -2.22], [-1.71, -3.90, -1.48], [-2.27, -2.67, -2.64], [-0.91, -2.32, -1.54]], "nbo_charge": [-0.250, -0.484, 0.246, -0.279, -0.204, -0.029, -0.425, -0.218, -0.612, 0.641, -0.616, 0.166, -0.236, -0.284, 0.273, -0.677, 2.166, -0.940, -0.940, -0.352, -0.191, -0.161, 0.017, -0.645, -0.215, -0.182, -0.428, -0.320, 0.335, -0.496, -0.248, 0.200, 0.177, 0.174, 0.220, 0.209, 0.221, 0.201, 0.197, 0.232, 0.398, 0.248, 0.240, 0.254, 0.267, 0.245, 0.212, 0.223, 0.214, 0.245, 0.214, 0.237, 0.213, 0.201, 0.175, 0.169]}

4.
{"formula": "C23H26BN2", "method": "wB97M-V/def2-TZVPD", "de_lowest_kj_mol": 16.7, "total_charge": 1, "e_tot_ev": -27922.8690, "e_homo_ev": -11.8, "elements": ["C", "C", "N", "B", "H", "C", "C", "C", "C", "C", "H", "H", "H", "H", "H", "H", "H", "H", "H", "H", "H", "C", "N", "C", "C", "C", "C", "C", "C", "C", "C", "C", "C", "C", "C", "C", "C", "C", "H", "H", "H", "H", "H", "H", "H", "H", "H", "H", "H", "H", "H", "H"], "coordinates": [[-1.79, -5.17, 2.50], [-0.53, -4.38, 2.34], [-0.59, -3.13, 1.84], [-1.95, -2.42, 1.35], [-1.86, -1.29, 0.77], [0.57, -2.44, 1.76], [0.57, -1.04, 1.26], [1.79, -2.98, 2.12], [1.88, -4.28, 2.62], [0.67, -4.97, 2.73], [-1.49, -6.14, 2.90], [-2.49, -4.73, 3.21], [-2.32, -5.34, 1.57], [-2.53, -3.15, 0.56], [-2.68, -2.22, 2.31], [1.58, -0.63, 1.32], [0.24, -0.98, 0.22], [-0.09, -0.40, 1.84], [2.67, -2.36, 2.01], [2.81, -4.76, 2.92], [0.57, -5.98, 3.10], [-1.07, 0.12, -4.89], [-0.65, 0.71, -3.64], [-1.20, 0.39, -2.44], [-0.71, 1.29, -1.45], [-0.97, 1.22, -0.08], [-0.32, 2.05, 0.90], [1.08, 2.20, 0.90], [1.72, 3.06, 1.80], [0.97, 3.74, 2.77], [-0.41, 3.55, 2.83], [-1.05, 2.68, 1.95], [0.19, 2.22, -2.17], [0.90, 3.37, -1.87], [1.66, 4.00, -2.87], [1.70, 3.53, -4.19], [0.94, 2.40, -4.53], [0.24, 1.78, -3.51], [-0.45, 0.52, -5.70], [-0.97, -0.97, -4.85], [-2.12, 0.36, -5.10], [-1.88, -0.44, -2.36], [-1.75, 0.53, 0.24], [1.69, 1.66, 0.16], [2.79, 3.20, 1.74], [1.47, 4.40, 3.48], [-1.00, 4.05, 3.58], [-2.12, 2.47, 2.02], [0.86, 3.79, -0.86], [2.24, 4.89, -2.62], [2.30, 4.02, -4.95], [0.89, 2.00, -5.54]], "nbo_charge": [-0.654, 0.291, -0.412, -0.244, -0.091, 0.355, -0.669, -0.269, -0.118, -0.249, 0.219, 0.253, 0.254, -0.025, -0.014, 0.218, 0.229, 0.242, 0.225, 0.238, 0.234, -0.419, -0.266, 0.184, -0.200, 0.104, -0.174, -0.182, -0.170, -0.170, -0.212, -0.137, -0.003, -0.197, -0.195, -0.179, -0.213, 0.108, 0.233, 0.236, 0.236, 0.251, 0.259, 0.226, 0.224, 0.235, 0.237, 0.231, 0.238, 0.234, 0.238, 0.227]}

5.
{"formula": "C23H26BrF16O8PS2", "method": "wB97M-V/def2-TZVPD", "total_charge": 0, "e_tot_ev": -185133.7197, "e_homo_ev": -9.1, "elements": ["C", "C", "O", "C", "C", "C", "P", "O", "Br", "O", "S", "O", "O", "O", "C", "S", "C", "C", "C", "C", "C", "C", "C", "H", "H", "H", "H", "H", "H", "H", "H", "H", "H", "H", "H", "H", "H", "H", "H", "H", "H", "F", "C", "F", "C", "F", "F", "C", "O", "C", "F", "F", "C", "F", "F", "H", "H", "H", "H", "F", "C", "F", "C", "F", "F", "C", "O", "C", "F", "F", "C", "F", "F", "H", "H", "H", "H"], "coordinates": [[-0.35, 4.53, 6.06], [0.50, 4.24, 4.84], [1.65, 5.06, 4.78], [2.89, 4.43, 5.04], [3.82, 4.54, 3.84], [3.68, 3.47, 2.72], [3.64, 4.42, 1.06], [2.31, 5.31, 1.35], [5.36, 5.85, 1.41], [2.45, 2.76, 2.87], [2.61, 1.34, 3.53], [1.78, 0.42, 2.83], [2.47, 1.35, 4.94], [4.17, 1.18, 3.24], [4.76, 2.36, 2.65], [6.24, 2.61, 3.73], [5.33, 1.91, 1.27], [4.38, 1.34, 0.25], [3.67, 0.16, 0.46], [2.78, -0.35, -0.48], [2.59, 0.33, -1.67], [3.32, 1.49, -1.94], [4.20, 1.98, -0.99], [-0.89, 5.47, 5.99], [-1.10, 3.74, 6.12], [0.24, 4.45, 6.96], [0.73, 3.18, 4.81], [-0.09, 4.44, 3.95], [2.79, 3.42, 5.42], [3.37, 5.00, 5.84], [3.56, 5.50, 3.42], [4.85, 4.64, 4.18], [2.52, 6.23, 1.53], [6.91, 3.42, 2.91], [6.07, 1.15, 1.48], [5.86, 2.76, 0.84], [3.83, -0.36, 1.39], [2.24, -1.25, -0.23], [1.88, -0.06, -2.38], [3.19, 2.01, -2.87], [4.76, 2.88, -1.20], [-3.32, 2.21, -3.53], [-2.13, 2.67, -3.10], [-1.53, 3.31, -4.14], [-1.21, 1.54, -2.64], [-0.90, 0.73, -3.67], [-0.06, 2.14, -2.24], [-1.67, 0.69, -1.44], [-2.28, -0.56, -1.71], [-3.62, -0.68, -1.95], [-4.28, 0.47, -1.70], [-4.10, -1.60, -1.08], [-3.90, -1.20, -3.36], [-3.38, -0.37, -4.29], [-5.24, -1.26, -3.55], [-2.29, 3.39, -2.29], [-0.75, 0.43, -0.92], [-2.26, 1.28, -0.73], [-3.48, -2.19, -3.49], [-5.04, -5.31, -2.49], [-3.76, -5.25, -2.09], [-3.25, -4.07, -2.51], [-2.93, -6.38, -2.69], [-2.86, -6.25, -4.03], [-1.66, -6.20, -2.20], [-3.31, -7.83, -2.32], [-4.09, -8.55, -3.26], [-5.46, -8.49, -3.26], [-5.93, -7.83, -2.19], [-5.92, -9.75, -3.19], [-5.99, -7.90, -4.57], [-5.50, -6.66, -4.77], [-7.34, -7.82, -4.50], [-3.73, -5.27, -1.00], [-2.37, -8.37, -2.30], [-3.72, -7.89, -1.32], [-5.70, -8.53, -5.41]], "mulliken_charge": [-1.346, 0.183, -0.443, -0.893, -1.417, 1.167, 0.120, -0.424, -0.237, -0.324, 1.104, -0.566, -0.628, -0.450, 0.608, -0.257, -1.613, 0.077, -0.108, -1.047, -0.217, -0.951, -0.077, 0.319, 0.392, 0.328, 0.081, 0.296, 0.402, 0.515, 0.464, 0.671, 0.404, 0.195, 0.585, 0.630, 0.555, 0.443, 0.587, 0.441, 0.423, -0.230, 0.029, -0.268, 0.988, -0.293, -0.301, -0.823, -0.344, 0.844, -0.306, -0.286, 0.423, -0.258, -0.271, 0.291, 0.447, 0.325, 0.123, -0.220, 0.093, -0.315, 0.939, -0.267, -0.323, -0.806, -0.396, 0.798, -0.284, -0.301, 0.184, -0.203, -0.255, 0.271, 0.415, 0.344, 0.244]}

6.
{"formula": "C23H26BrFIrN2O11P2", "method": "wB97M-V/def2-TZVPD", "de_lowest_kj_mol": 148.9, "total_charge": 0, "s2": 0.755, "e_tot_ev": -143957.0599, "e_homo_ev": [-7.4, -7.4], "spin_multiplicity": 2, "elements": ["Ir", "N", "C", "C", "P", "O", "O", "O", "P", "O", "O", "O", "H", "H", "H", "H", "H", "H", "H", "H", "Br", "C", "C", "C", "C", "C", "C", "C", "C", "C", "C", "H", "H", "H", "H", "H", "H", "F", "O", "C", "O", "C", "C", "C", "C", "O", "C", "O", "C", "C", "H", "H", "H", "H", "H", "C", "N", "C", "C", "O", "H", "H", "H", "H", "H", "H", "H"], "coordinates": [[0.19, 0.57, 0.48], [3.31, 1.39, -1.30], [2.64, 2.76, -1.21], [3.53, 3.81, -1.84], [1.04, 2.58, -2.11], [1.66, 1.89, -3.45], [0.39, 3.87, -2.38], [0.32, 1.46, -1.38], [2.32, 3.09, 0.58], [3.84, 2.99, 1.14], [1.72, 4.40, 0.81], [1.73, 1.76, 1.07], [3.32, 1.07, -2.27], [2.80, 0.69, -0.73], [4.26, 1.46, -0.94], [3.69, 3.61, -2.90], [4.49, 3.88, -1.33], [3.02, 4.77, -1.76], [1.11, 2.04, -4.23], [4.08, 3.80, 1.61], [-2.75, -1.30, 2.25], [-2.60, 0.44, 2.98], [-3.21, 0.50, 4.21], [-3.50, 1.72, 4.84], [-3.25, 2.86, 4.16], [-2.61, 2.84, 2.90], [-2.46, 4.09, 2.25], [-1.85, 4.18, 1.05], [-1.24, 3.03, 0.52], [-1.30, 1.80, 1.11], [-2.14, 1.62, 2.30], [-3.53, -0.43, 4.67], [-3.98, 1.72, 5.81], [-3.54, 3.82, 4.57], [-2.86, 4.97, 2.74], [-1.74, 5.12, 0.53], [-0.66, 3.18, -0.38], [0.29, -0.21, 2.23], [-1.93, -2.51, -1.14], [-0.96, -1.79, -1.09], [-1.00, -0.63, -0.45], [0.31, -2.17, -1.81], [0.65, -3.51, -1.87], [1.81, -3.94, -2.52], [2.59, -2.97, -3.09], [3.78, -3.11, -3.76], [4.20, -1.80, -4.12], [3.22, -0.87, -3.66], [2.24, -1.63, -3.04], [1.10, -1.20, -2.43], [-0.01, -4.24, -1.41], [2.09, -4.99, -2.57], [4.28, -1.73, -5.21], [5.16, -1.58, -3.64], [0.82, -0.16, -2.40], [4.20, -2.15, 2.73], [3.56, -1.96, 1.44], [3.96, -2.81, 0.33], [2.66, -1.00, 1.28], [2.12, -0.74, 0.18], [4.37, -3.22, 2.89], [3.55, -1.79, 3.52], [5.16, -1.63, 2.78], [4.00, -3.85, 0.67], [4.95, -2.53, -0.04], [3.23, -2.72, -0.47], [2.39, -0.46, 2.18]], "nbo_charge": [1.600, -0.734, -0.647, -0.643, 2.408, -1.034, -1.072, -1.122, 2.400, -1.022, -1.068, -1.090, 0.460, 0.487, 0.427, 0.225, 0.214, 0.277, 0.525, 0.520, 0.062, 0.063, -0.280, -0.213, -0.188, -0.053, -0.173, -0.200, -0.250, -0.011, -0.173, 0.222, 0.214, 0.209, 0.206, 0.222, 0.226, -0.592, -0.571, 0.785, -0.647, -0.149, -0.165, -0.295, 0.293, -0.494, 0.239, -0.513, 0.195, -0.240, 0.241, 0.232, 0.168, 0.151, 0.267, -0.406, -0.383, -0.432, 0.558, -0.739, 0.213, 0.228, 0.202, 0.213, 0.197, 0.255, 0.200]}